Density functional theory data (the ωB97M-V functional and the def2-TZVPD basis) for C26H33AuF6N2O4S2Si2 as an isolated structure in a non-equilibrium geometry.

Results
M: 868.821 g mol⁻¹
HOMO-LUMO gap (spin up / spin down): 7.96 / 6.29 eV
E: -3531.1267 hartree
Lowest unoccupied orbital energy (spin up / spin down): 0.2 / -2.5 eV
Highest occupied orbital energy (spin up / spin down): -7.756 / -8.818 eV
Relative energy (zero: lowest compared OMol25 entry of this formula, charge and spin): 93.5 kJ/mol

ORCA input file:
```
! wB97M-V def2-TZVPD RIJCOSX def2/J DEFGRID3
* xyz 0 3
Au 0.060 -1.147 0.128
C -1.082 -0.252 -1.625
Si -1.285 1.589 -1.655
C -1.570 2.350 0.248
N -0.614 1.992 1.170
C -0.900 1.172 2.302
C -0.910 2.064 3.568
C 0.066 3.230 3.390
C 1.245 2.788 2.525
C 0.723 2.501 1.107
C -2.911 2.241 -2.421
C -2.918 3.050 -3.557
C -4.104 3.517 -4.096
C -5.314 3.177 -3.518
C -5.330 2.352 -2.405
C -4.142 1.892 -1.869
C 0.103 2.731 -2.248
C -0.092 4.114 -2.238
C 0.879 4.981 -2.698
C 2.083 4.481 -3.168
C 2.298 3.113 -3.182
C 1.313 2.246 -2.735
H -0.458 -0.607 -2.435
H -2.022 -0.789 -1.648
H -2.557 2.022 0.558
H -1.564 3.421 0.049
H -0.119 0.413 2.401
H -1.859 0.671 2.169
H -0.623 1.455 4.423
H -1.918 2.444 3.742
H 0.410 3.582 4.362
H -0.439 4.066 2.900
H 1.706 1.898 2.954
H 2.008 3.566 2.484
H 1.370 1.758 0.620
H 0.727 3.406 0.493
H -1.980 3.319 -4.022
H -4.078 4.144 -4.975
H -6.239 3.549 -3.933
H -6.269 2.065 -1.959
H -4.168 1.243 -1.006
H -1.031 4.517 -1.877
H 0.694 6.046 -2.696
H 2.846 5.156 -3.527
H 3.233 2.716 -3.544
H 1.493 1.184 -2.754
F 5.496 -0.713 -1.199
C 4.430 0.069 -1.056
F 4.527 0.699 0.116
F 4.466 0.995 -2.017
S 2.814 -0.902 -1.116
O 1.871 0.092 -0.624
O 2.648 -1.286 -2.475
N 3.058 -2.109 -0.165
S 2.629 -2.079 1.354
O 1.892 -3.232 1.738
O 2.152 -0.803 1.826
C 4.311 -2.311 2.181
F 4.809 -3.517 1.932
F 4.217 -2.171 3.505
F 5.191 -1.407 1.743
C -0.164 -5.249 3.550
Si -1.838 -4.872 2.732
C -2.421 -6.221 1.511
C -3.193 -4.633 4.055
C -1.542 -3.295 1.795
C -1.043 -2.384 1.180
H -0.165 -6.176 4.113
H 0.103 -4.441 4.223
H 0.612 -5.296 2.795
H -2.499 -7.196 1.986
H -1.732 -6.315 0.677
H -3.397 -5.976 1.101
H -3.378 -5.555 4.600
H -4.132 -4.323 3.607
H -2.911 -3.877 4.779
*
```


Density functional theory data (the ωB97M-V functional and the def2-TZVPD basis) for C26H33Br46INO5 as an isolated structure in a non-equilibrium geometry.

Results
M: 4242.040 g mol⁻¹
HOMO-LUMO gap: 5.66 eV
E: -120143.6615 hartree
Lowest unoccupied orbital energy: 0.6 eV
Highest occupied orbital energy: -5.051 eV

ORCA input file:
```
! wB97M-V def2-TZVPD RIJCOSX def2/J DEFGRID3
* xyz -1 1
C -1.422 2.008 -0.865
C -0.511 0.791 -0.910
C 1.003 0.957 -1.102
I 1.557 0.760 -3.188
C 1.789 2.052 -0.323
C 1.904 1.545 1.126
C 0.636 1.652 1.969
O 0.987 1.928 3.372
C 0.363 2.991 3.876
O -0.669 2.920 4.513
C 3.288 1.883 -0.867
O 3.737 2.720 -1.688
O 3.926 0.896 -0.403
N 1.336 3.427 -0.388
Br 0.909 4.178 -2.015
C 1.723 4.374 0.631
C 3.127 4.988 0.569
C 4.235 4.146 1.199
O 3.458 5.445 -0.721
H -1.418 2.495 -1.836
H -2.447 1.666 -0.723
H -1.183 2.743 -0.110
H -0.875 0.131 -1.689
H -0.647 0.225 0.013
H 1.433 0.048 -0.716
H 2.247 0.527 1.128
H 2.670 2.108 1.648
H 0.072 0.730 2.000
H 0.030 2.485 1.621
H 0.810 4.005 3.769
H 1.576 4.026 1.652
H 1.036 5.218 0.548
H 3.082 5.885 1.199
H 5.006 4.844 1.526
H 4.715 3.470 0.496
H 3.912 3.649 2.108
H 4.278 5.022 -0.989
C -2.289 2.077 7.798
Br -1.380 3.270 9.008
Br -1.770 0.245 8.085
Br -4.198 2.300 7.879
H -1.978 2.343 6.795
C -3.771 -1.875 -2.852
Br -2.416 -1.128 -3.989
Br -3.073 -2.315 -1.116
Br -5.315 -0.728 -2.730
H -4.098 -2.797 -3.307
C -1.571 0.634 12.089
Br -0.660 1.826 13.295
Br -1.055 -1.197 12.377
Br -3.481 0.857 12.173
H -1.264 0.898 11.087
C -4.863 -6.123 -1.861
Br -3.498 -5.466 -3.043
Br -4.173 -6.456 -0.097
Br -6.383 -4.943 -1.822
H -5.202 -7.068 -2.259
C 3.698 -2.243 -0.135
Br 3.515 -1.580 1.651
Br 4.878 -3.767 -0.215
Br 1.987 -2.641 -0.929
H 4.147 -1.443 -0.715
C 2.407 -1.818 -6.944
Br 3.885 -3.005 -7.288
Br 1.212 -2.528 -5.612
Br 3.004 -0.050 -6.488
H 1.845 -1.739 -7.862
C -0.136 7.513 3.330
Br -0.821 7.826 1.560
Br -0.686 5.799 4.017
Br 1.774 7.751 3.410
H -0.567 8.265 3.973
C 1.088 3.401 -8.308
Br 2.652 4.476 -8.006
Br 1.512 1.767 -9.232
Br 0.172 3.018 -6.661
H 0.425 3.969 -8.943
C 5.629 3.360 -3.497
Br 5.363 5.032 -2.591
Br 4.309 3.086 -4.863
Br 7.420 3.233 -4.210
H 5.504 2.569 -2.767
C 6.180 8.969 1.152
Br 7.773 10.034 1.363
Br 6.545 7.336 0.219
Br 5.320 8.665 2.850
H 5.493 9.541 0.547
C -4.332 3.330 -6.459
Br -3.393 3.464 -8.135
Br -3.661 1.877 -5.390
Br -4.300 4.996 -5.497
H -5.364 3.112 -6.688
C 4.549 1.451 5.308
Br 3.349 -0.057 5.317
Br 5.934 1.234 3.995
Br 3.627 3.127 5.089
H 5.022 1.484 6.277
C -3.965 -10.299 1.603
Br -3.216 -8.966 2.766
Br -3.532 -12.085 2.171
Br -5.857 -10.061 1.380
H -3.514 -10.156 0.631
C -5.631 -11.815 -2.465
Br -4.180 -13.047 -2.738
Br -6.886 -12.465 -1.153
Br -4.976 -10.050 -2.045
H -6.164 -11.736 -3.400
C -8.494 -16.393 -2.715
Br -7.089 -15.697 -3.827
Br -7.853 -16.823 -0.954
Br -10.004 -15.202 -2.654
H -8.833 -17.314 -3.166
*
```


Density functional theory data (the ωB97M-V functional and the def2-TZVPD basis) for C26H33BrN2O3PtS as an isolated structure in a non-equilibrium geometry.

Results
M: 728.610 g mol⁻¹
HOMO-LUMO gap (spin up / spin down): 5.54 / 5.52 eV
E: -4436.6678 hartree
Lowest unoccupied orbital energy (spin up / spin down): -8.0 / -8.1 eV
Highest occupied orbital energy (spin up / spin down): -13.582 / -13.572 eV
Relative energy (zero: lowest compared OMol25 entry of this formula, charge and spin): 0.0 kJ/mol

ORCA input file:
```
! wB97M-V def2-TZVPD RIJCOSX def2/J DEFGRID3
* xyz 2 1
Pt -0.558 -0.781 -0.301
Br 0.092 -1.573 6.233
C -0.107 -1.339 4.381
C -0.868 -2.243 3.653
C -1.028 -2.078 2.281
C -0.411 -0.990 1.692
C 0.377 -0.091 2.382
C 0.520 -0.271 3.752
H -1.334 -3.084 4.149
H -1.617 -2.789 1.717
H 0.912 0.704 1.875
H 1.139 0.407 4.324
C -0.132 -3.171 -1.125
C 1.348 -3.224 -1.506
C 2.171 -3.620 -0.275
C 1.911 -1.984 -2.178
C 2.438 -2.081 -3.451
C 3.168 -1.028 -4.010
C 3.426 0.114 -3.253
C 2.905 0.274 -1.980
C 3.315 1.460 -1.137
C 4.096 1.005 0.097
C 2.172 2.394 -0.744
C 2.072 -0.759 -1.487
O 1.465 -0.581 -0.315
H -0.562 -4.156 -0.945
H -0.757 -2.659 -1.864
H -0.234 -2.711 -0.083
H 1.444 -4.020 -2.248
H 2.097 -2.858 0.505
H 3.221 -3.742 -0.534
H 1.814 -4.567 0.131
H 2.321 -3.006 -4.003
H 3.576 -1.120 -5.007
H 4.062 0.890 -3.661
H 4.000 2.036 -1.764
H 3.466 0.416 0.766
H 4.463 1.872 0.647
H 4.957 0.398 -0.182
H 1.531 1.923 0.012
H 1.568 2.675 -1.607
H 2.580 3.309 -0.314
N -1.473 4.125 2.663
C -2.115 4.236 1.475
O -3.079 4.933 1.264
C -1.613 3.350 0.356
C -1.667 3.830 -0.952
C -1.304 2.996 -1.996
C -0.941 1.694 -1.708
N -0.936 1.230 -0.454
C -1.237 2.040 0.572
H -1.770 4.755 3.395
H -0.525 3.789 2.709
H -2.001 4.844 -1.127
H -1.310 3.334 -3.022
H -0.655 0.998 -2.492
H -1.217 1.605 1.565
C -4.707 -1.756 1.192
S -3.631 -0.429 0.688
C -4.715 0.427 -0.441
O -2.622 -1.144 -0.253
H -5.030 -2.313 0.314
H -5.557 -1.312 1.711
H -4.153 -2.392 1.879
H -5.549 0.831 0.133
H -5.063 -0.265 -1.207
H -4.152 1.247 -0.886
*
```


Density functional theory data (the ωB97M-V functional and the def2-TZVPD basis) for C26H33EuF9N2O5PS3 as an isolated structure in a non-equilibrium geometry.

Results
M: 903.680 g mol⁻¹
HOMO-LUMO gap (spin up / spin down): 4.15 / 6.62 eV
E: -4641.4419 hartree
Lowest unoccupied orbital energy (spin up / spin down): 4.3 / 3.3 eV
Highest occupied orbital energy (spin up / spin down): 0.119 / -3.317 eV
Relative energy (zero: lowest compared OMol25 entry of this formula, charge and spin): 328.5 kJ/mol

ORCA input file:
```
! wB97M-V def2-TZVPD RIJCOSX def2/J DEFGRID3
* xyz -2 7
Eu -0.915 -2.298 0.367
O 0.290 -1.454 2.377
S -1.093 -1.698 2.857
O -1.353 -1.320 4.217
O -1.326 -3.137 2.513
O -1.978 -0.969 1.859
S 1.298 -3.067 -1.219
C 1.004 -2.225 -2.716
C 2.170 -2.137 -3.593
N 3.089 -2.065 -4.283
C -0.169 -1.687 -3.128
S -1.679 -1.675 -2.265
C -0.197 -1.082 -4.459
N -0.246 -0.584 -5.496
F -5.346 -4.051 0.268
C -4.057 -3.842 0.550
F -3.942 -3.812 1.874
F -3.749 -2.608 0.102
C -3.050 -4.851 -0.100
O -1.855 -4.288 -0.277
C -3.613 -5.271 -1.491
F -4.032 -4.211 -2.179
F -4.664 -6.108 -1.418
F -2.692 -5.887 -2.223
C -2.990 -6.113 0.820
F -2.159 -5.942 1.832
F -2.579 -7.193 0.145
F -4.196 -6.432 1.330
C -0.373 3.783 3.390
C 0.814 2.842 3.657
C 0.719 1.566 2.810
C 0.186 1.912 1.417
C -1.288 2.338 1.551
C -1.576 2.980 2.916
P 0.427 0.600 0.130
C 2.277 0.435 -0.021
C 3.148 1.728 -0.043
C 4.100 1.832 1.144
C 5.079 0.654 1.181
C 4.403 -0.642 0.708
C 2.897 -0.597 0.934
C 0.000 1.467 -1.449
C 0.728 2.775 -1.823
C 0.016 3.534 -2.956
C -0.703 2.566 -3.887
C -1.827 1.848 -3.124
C -1.502 1.693 -1.636
H -0.109 4.501 2.604
H -0.605 4.371 4.281
H 0.833 2.562 4.714
H 1.760 3.359 3.458
H 0.045 0.857 3.299
H 1.679 1.061 2.771
H 0.756 2.785 1.071
H -1.947 1.474 1.406
H -1.526 3.061 0.764
H -1.811 2.204 3.649
H -2.468 3.609 2.841
H 2.340 -0.030 -1.017
H 2.543 2.631 -0.106
H 3.750 1.722 -0.960
H 3.523 1.864 2.071
H 4.645 2.779 1.097
H 5.461 0.530 2.199
H 5.947 0.875 0.552
H 4.840 -1.508 1.210
H 4.586 -0.797 -0.360
H 2.682 -0.373 1.979
H 2.456 -1.577 0.734
H 0.293 0.698 -2.177
H 1.750 2.545 -2.131
H 0.802 3.434 -0.953
H 0.738 4.154 -3.494
H -0.720 4.225 -2.529
H 0.008 1.836 -4.277
H -1.104 3.083 -4.762
H -2.007 0.861 -3.556
H -2.760 2.411 -3.225
H -2.101 0.877 -1.213
H -1.776 2.609 -1.103
*
```


Density functional theory data (the ωB97M-V functional and the def2-TZVPD basis) for C26H33F5N3PPdSSi as an isolated structure in a non-equilibrium geometry.

Results
M: 680.108 g mol⁻¹
HOMO-LUMO gap: 6.49 eV
E: -2830.9288 hartree
Lowest unoccupied orbital energy: -0.5 eV
Highest occupied orbital energy: -6.965 eV
Relative energy (zero: lowest compared OMol25 entry of this formula, charge and spin): 147.4 kJ/mol

ORCA input file:
```
! wB97M-V def2-TZVPD RIJCOSX def2/J DEFGRID3
* xyz 0 1
Pd 0.115 0.259 0.737
C -3.404 -2.405 -2.859
N -3.129 -0.991 -2.364
C -4.083 -0.681 -1.195
N -3.973 -1.671 -0.184
C -4.231 -2.998 -0.723
N -3.307 -3.350 -1.803
C -1.923 -3.487 -1.297
P -1.198 -1.933 -0.515
C -1.699 -0.825 -1.927
C -2.694 -1.595 0.545
H -2.669 -2.612 -3.636
H -4.409 -2.396 -3.283
H -3.324 -0.333 -3.118
H -5.085 -0.673 -1.627
H -3.805 0.305 -0.823
H -5.253 -3.040 -1.106
H -4.122 -3.727 0.078
H -1.279 -3.815 -2.116
H -1.911 -4.277 -0.545
H -1.054 -1.002 -2.790
H -1.577 0.205 -1.591
H -2.585 -0.604 0.982
H -2.696 -2.315 1.364
C -2.408 4.912 -0.681
C -2.274 3.625 -1.508
C -3.648 3.230 -2.063
C -1.304 3.867 -2.673
C -1.737 2.540 -0.664
C -1.286 1.689 0.098
H -2.725 5.743 -1.318
H -1.453 5.167 -0.223
H -3.141 4.782 0.116
H -4.052 4.028 -2.693
H -4.354 3.041 -1.253
H -3.569 2.326 -2.677
H -1.660 4.691 -3.297
H -1.214 2.974 -3.296
H -0.311 4.118 -2.298
C 2.876 1.833 -0.469
Si 2.091 0.164 -0.358
C 1.870 -0.503 -2.078
C 3.284 -0.956 0.537
C 3.665 -0.681 1.856
C 4.572 -1.486 2.523
C 5.126 -2.590 1.882
C 4.761 -2.884 0.579
C 3.842 -2.075 -0.084
H 3.867 1.699 -0.915
H 2.993 2.299 0.511
H 2.291 2.509 -1.096
H 2.851 -0.524 -2.563
H 1.214 0.144 -2.667
H 1.457 -1.515 -2.079
H 3.237 0.172 2.372
H 4.844 -1.261 3.547
H 5.839 -3.219 2.401
H 5.190 -3.742 0.076
H 3.559 -2.330 -1.100
F 0.552 0.511 7.959
C 0.470 0.097 6.690
C 0.953 0.880 5.662
F 1.487 2.075 5.937
C 0.889 0.431 4.353
F 1.362 1.271 3.416
C 0.372 -0.810 4.008
S 0.350 -1.506 2.388
C -0.135 -1.554 5.071
F -0.695 -2.751 4.841
C -0.100 -1.122 6.384
F -0.618 -1.878 7.359
*
```


Density functional theory data (the ωB97M-V functional and the def2-TZVPD basis) for one molecule with the formula C26H33N3O5.

Results
M: 467.566 g mol⁻¹
HOMO-LUMO gap: 8.57 eV
E: -1551.0066 hartree
Lowest unoccupied orbital energy: 0.6 eV
SMILES: COc1cccc(NC(=O)N(CCCN2CCOCC2)[C@H](C)c2cc3cccc(OC)c3o2)c1
Highest occupied orbital energy: -7.959 eV
Relative energy (zero: lowest compared OMol25 entry of this formula, charge and spin): 220.9 kJ/mol

ORCA input file:
```
! wB97M-V def2-TZVPD RIJCOSX def2/J DEFGRID3
* xyz 0 1
C -7.127 -1.592 1.935
O -7.506 -1.087 0.677
C -6.541 -0.561 -0.127
C -6.972 -0.087 -1.367
C -6.059 0.459 -2.244
C -4.720 0.543 -1.908
C -4.286 0.073 -0.671
N -2.927 0.189 -0.378
C -2.254 -0.203 0.753
O -2.784 -0.744 1.706
N -0.909 0.065 0.740
C -0.205 0.752 -0.318
C -0.435 2.269 -0.371
C 0.663 2.906 -1.230
N 1.975 2.549 -0.717
C 3.005 2.419 -1.730
C 4.261 1.842 -1.073
O 4.718 2.667 -0.029
C 3.713 2.828 0.945
C 2.444 3.427 0.339
C -0.151 -0.353 1.916
C 0.059 0.804 2.895
C 1.150 -0.968 1.507
C 2.421 -0.735 1.931
C 3.269 -1.579 1.152
C 4.646 -1.796 1.084
C 5.100 -2.708 0.162
C 4.232 -3.403 -0.686
C 2.861 -3.205 -0.643
O 1.934 -3.822 -1.425
C 2.380 -4.791 -2.342
C 2.399 -2.275 0.296
O 1.118 -1.903 0.521
C -5.199 -0.480 0.220
H -8.044 -1.962 2.392
H -6.410 -2.413 1.840
H -6.696 -0.810 2.568
H -8.018 -0.160 -1.615
H -6.392 0.826 -3.204
H -4.011 0.972 -2.602
H -2.382 0.582 -1.129
H 0.864 0.616 -0.143
H -0.427 0.294 -1.290
H -0.396 2.668 0.641
H -1.411 2.525 -0.787
H 0.521 3.998 -1.273
H 0.579 2.518 -2.248
H 2.659 1.736 -2.508
H 3.253 3.392 -2.191
H 5.079 1.777 -1.793
H 4.035 0.837 -0.685
H 4.128 3.487 1.709
H 3.470 1.851 1.388
H 1.676 3.510 1.110
H 2.666 4.438 -0.047
H -0.777 -1.114 2.402
H 0.716 1.557 2.466
H -0.903 1.253 3.126
H 0.500 0.436 3.817
H 2.733 -0.065 2.705
H 5.322 -1.263 1.732
H 6.158 -2.904 0.079
H 4.655 -4.106 -1.385
H 2.888 -5.618 -1.837
H 1.483 -5.165 -2.833
H 3.049 -4.357 -3.093
H -4.836 -0.837 1.167
*
```